# 1
The following is a quantum chemistry calculation of a structure of composition C37H36N5P2STa in a non-equilibrium geometry, from OMol25.

Last column: Löwdin charge in e.
Positions of all 82 atoms, in Å:
Ta: -0.395700 -0.123033 0.108205  1.59
N: 2.748445 0.164146 -0.972765  -0.37
P: 2.042091 -1.331465 -0.750103  0.85
C: 3.244436 -2.233405 0.202208  -0.37
C: 3.692363 -3.485535 -0.233024  -0.05
C: 4.682995 -4.133830 0.487235  -0.02
C: 5.187841 -3.566246 1.651092  0.00
C: 4.735525 -2.321507 2.086218  -0.03
C: 3.755197 -1.657413 1.376053  -0.10
C: 1.815635 -2.169032 -2.310981  -0.41
C: 2.510161 -1.812469 -3.463878  -0.06
C: 2.347473 -2.578473 -4.609702  -0.02
C: 1.491557 -3.673133 -4.608905  -0.01
C: 0.799584 -4.031089 -3.454847  -0.04
C: 0.964660 -3.281724 -2.302535  -0.17
P: 1.972132 1.661556 -0.689971  0.99
C: 3.368392 2.633587 -0.105596  -0.39
C: 3.279247 3.532647 0.954185  -0.08
C: 4.396814 4.267552 1.323331  -0.03
C: 5.597815 4.089366 0.652917  -0.01
C: 5.676009 3.206792 -0.421440  -0.02
C: 4.571446 2.471109 -0.810527  -0.09
C: 1.540937 2.257751 -2.328741  -0.38
C: 0.887776 1.411748 -3.230244  -0.13
C: 0.678427 1.834136 -4.529037  -0.04
C: 1.082920 3.111013 -4.917206  -0.01
C: 1.703370 3.961197 -4.013343  -0.02
C: 1.916144 3.550399 -2.704666  -0.05
H: 3.750912 0.182715 -0.791792  0.07
H: 3.303611 -3.933781 -1.136992  0.11
H: 5.062157 -5.084016 0.136295  0.13
H: 5.932355 -4.097765 2.229000  0.13
H: 5.148826 -1.878302 2.982088  0.13
H: 3.393501 -0.693522 1.720271  0.10
H: 3.187801 -0.967845 -3.462667  0.12
H: 2.899453 -2.327648 -5.505678  0.13
H: 1.366476 -4.261857 -5.507976  0.13
H: 0.143906 -4.891733 -3.460673  0.13
H: 0.460870 -3.565066 -1.380447  0.10
H: 2.347904 3.670334 1.489902  0.10
H: 4.327452 4.974416 2.138582  0.13
H: 6.476031 4.639713 0.962257  0.13
H: 6.599097 3.098708 -0.975224  0.13
H: 4.632947 1.837416 -1.687158  0.12
H: 0.577189 0.416269 -2.926343  0.06
H: 0.203171 1.174861 -5.243137  0.12
H: 0.899625 3.448484 -5.928704  0.13
H: 2.027940 4.945217 -4.323494  0.13
H: 2.394880 4.215070 -1.997402  0.12
C: -1.930875 2.690468 0.978425  -0.14
N: -1.846081 1.770724 -0.126271  -0.08
C: -2.588361 1.739365 -1.166738  -0.02
C: -2.459964 0.606783 -1.997163  -0.30
C: -3.125741 0.161717 -3.099528  0.09
C: -2.625974 -1.154053 -3.394355  0.02
C: -1.681803 -1.445880 -2.466755  -0.10
N: -1.546352 -0.367685 -1.572796  -0.17
C: -2.255943 1.800213 2.135898  -0.23
C: -3.466815 1.817208 2.796477  0.02
C: -3.655640 0.999498 3.910856  0.03
C: -2.629355 0.169863 4.367714  -0.01
C: -1.426148 0.116177 3.685416  -0.11
C: -1.234548 0.936122 2.570906  -0.19
H: -2.657540 3.488990 0.823612  0.15
H: -0.956649 3.153384 1.154107  0.13
H: -3.315704 2.514111 -1.403847  0.18
H: -3.888387 0.700768 -3.642029  0.15
H: -2.947385 -1.802269 -4.193591  0.14
H: -1.072022 -2.327088 -2.381882  0.08
H: -4.253299 2.487347 2.473457  0.14
H: -4.610375 1.008449 4.420575  0.14
H: -2.754010 -0.404100 5.275738  0.13
H: -0.623186 -0.508761 4.054294  0.10
H: -0.211419 1.038261 2.146740  0.07
N: -0.894349 -4.638566 2.110538  0.18
C: -1.274029 -3.507574 1.562984  -0.77
N: -2.375001 -3.438343 0.832011  0.16
S: -0.220552 -2.132868 1.828243  0.67
H: -1.482663 -5.464356 2.103396  0.16
H: -0.046296 -4.697860 2.657778  0.14
H: -2.985071 -4.243525 0.747323  0.15
H: -2.765330 -2.556733 0.543350  0.11

Force components x, y, z for each atom (eV/Å):
Ta -1.26 0.21 -0.50
N 0.33 0.03 0.50
P -0.45 0.97 -0.33
C -0.46 -0.12 0.28
C 0.04 0.07 0.01
C -0.01 -0.05 0.05
C -0.04 0.02 -0.06
C -0.02 0.01 0.10
C -0.05 -0.04 -0.08
C -0.36 -0.18 0.29
C 0.04 0.02 0.08
C 0.00 0.01 -0.06
C -0.03 -0.01 0.03
C -0.02 0.00 0.04
C 0.25 -0.03 -0.07
P -0.43 -1.36 -0.97
C -0.47 0.16 0.58
C -0.08 -0.02 -0.02
C 0.02 0.00 0.08
C -0.07 -0.04 -0.01
C 0.05 -0.05 -0.04
C -0.13 0.14 -0.05
C -0.21 0.26 0.40
C 0.07 0.08 0.02
C -0.10 -0.03 0.05
C 0.00 0.03 0.00
C -0.05 0.05 0.04
C 0.01 -0.10 -0.06
H 0.04 -0.01 -0.28
H 0.02 0.00 -0.01
H -0.01 -0.02 0.03
H 0.07 0.04 -0.04
H -0.01 -0.01 0.01
H 0.07 0.03 0.01
H -0.03 0.03 -0.02
H -0.01 0.02 0.00
H 0.03 0.00 -0.01
H 0.03 -0.03 0.00
H 0.00 -0.10 -0.03
H 0.00 0.00 0.01
H 0.02 -0.01 0.02
H -0.01 0.05 -0.04
H 0.03 0.01 0.04
H 0.07 0.01 -0.01
H 0.07 -0.03 -0.11
H -0.01 0.02 -0.02
H 0.05 -0.03 -0.03
H -0.05 0.02 -0.01
H 0.05 0.00 -0.03
C -0.19 0.37 0.20
N 2.00 -1.47 -0.27
C -0.32 0.47 -0.19
C -0.22 -0.06 -0.34
C 0.05 -0.01 -0.03
C 0.09 0.05 0.15
C -0.19 -0.20 -0.36
N 1.58 -0.26 2.20
C 0.36 0.34 0.47
C -0.03 -0.07 0.11
C 0.06 -0.07 -0.15
C 0.16 0.07 -0.06
C 0.03 0.01 0.37
C -0.20 -0.54 -0.76
H -0.09 -0.12 -0.10
H -0.03 0.09 -0.14
H 0.02 0.05 0.16
H -0.03 -0.02 -0.01
H 0.00 0.03 -0.05
H -0.02 0.04 0.03
H -0.01 0.00 0.01
H 0.03 0.06 0.08
H -0.07 -0.06 -0.04
H -0.07 0.05 0.03
H 0.26 0.44 0.29
N -0.04 -0.01 0.16
C 0.01 0.09 -0.37
N -0.13 -0.12 0.08
S -0.05 0.80 -1.22
H -0.01 0.01 0.00
H 0.02 0.02 -0.05
H 0.00 0.01 -0.04
H 0.04 -0.01 0.06

The charge is +4. The value obtained for the HOMO-LUMO gap is 5.194 eV. For the HOMO energy, the calculation gives -18.82 eV. Its total energy is -77329.359 eV.

# 2
The following is a quantum chemistry calculation of a cluster of 3 separate species, C37H37BCl2O6P in total in a non-equilibrium geometry, from OMol25.

Last column: Löwdin charge in e.
Positions of all 84 atoms, in Å:
C: 4.213918 -4.278150 -5.226502  -0.11
C: 5.064164 -3.052269 -5.943237  -0.36
C: 6.550378 -3.002100 -5.203659  -0.11
C: 4.301867 -1.640503 -5.472471  -0.23
C: 2.799912 -1.689709 -6.125797  -0.29
P: 1.899165 0.039353 -6.113413  0.77
Cl: 1.582355 0.439083 -8.225879  0.29
C: 3.030622 1.461292 -5.531888  -0.20
B: 3.300973 1.549155 -3.919397  -0.51
O: 4.081673 0.613696 -3.088156  0.04
O: 2.695006 2.726118 -3.202517  -0.01
C: 0.157559 -0.001323 -5.366463  -0.32
C: 0.026223 -0.374291 -3.787042  -0.64
C: 1.113288 -1.446651 -3.200786  -0.12
Cl: -0.112362 1.141463 -2.662709  0.60
H: 4.898681 -5.109436 -4.762039  0.09
H: 3.399860 -4.720666 -5.972175  0.09
H: 3.600397 -3.793726 -4.331859  0.08
H: 5.129039 -3.146741 -7.108669  0.14
H: 7.109152 -4.014081 -5.397400  0.09
H: 7.175859 -2.052370 -5.505159  0.09
H: 6.326547 -2.905687 -4.048152  0.09
H: 4.266262 -1.687339 -4.302510  0.11
H: 4.955150 -0.768120 -5.898535  0.12
H: 2.926646 -2.088338 -7.243203  0.12
H: 2.074226 -2.483266 -5.608497  0.10
H: 2.659342 2.494807 -5.977017  0.13
H: 4.092528 1.273665 -6.043720  0.12
H: 5.066780 0.683453 -3.266070  0.14
H: 3.225126 3.519782 -3.561116  0.13
H: -0.490177 -0.765080 -5.996380  0.13
H: -0.332419 1.069766 -5.551041  0.13
H: -1.039599 -0.901371 -3.663471  0.13
H: 1.052401 -1.594531 -2.019414  0.09
H: 2.233875 -1.216035 -3.437779  0.06
H: 0.866330 -2.493392 -3.689416  0.11
C: -0.483511 0.725109 2.041288  -0.05
C: -0.253955 0.204005 0.768197  -0.07
C: -0.160692 -1.176600 0.585169  0.00
C: -0.285321 -2.039044 1.681130  -0.09
C: -0.490285 -1.516781 2.957595  -0.08
C: -0.601251 -0.131732 3.136574  0.02
C: -0.573691 -2.414281 4.127900  -0.28
O: -0.757278 -1.956540 5.249057  0.11
C: -0.423980 -3.869619 3.928760  -0.09
C: -0.443090 -4.727254 5.036434  0.01
C: -0.315549 -6.106167 4.855741  -0.05
C: -0.178394 -6.632040 3.571404  -0.06
C: -0.153407 -5.779575 2.466632  0.00
C: -0.266674 -4.394663 2.646969  -0.09
C: -0.203167 -3.498783 1.475336  -0.28
O: -0.077993 -3.959804 0.346627  0.08
H: -0.565384 1.800588 2.182589  0.10
H: -0.149529 0.872529 -0.083479  0.04
H: 0.013431 -1.576514 -0.412401  0.08
H: -0.774873 0.282506 4.128189  0.13
H: -0.552982 -4.325040 6.042294  0.12
H: -0.325393 -6.769859 5.717650  0.11
H: -0.086298 -7.706689 3.429755  0.11
H: -0.041107 -6.196981 1.467360  0.12
C: -5.916701 1.648044 2.834632  -0.06
C: -7.027295 2.378085 3.257276  -0.05
C: -6.852468 3.587389 3.932026  0.01
C: -5.562167 4.062707 4.195970  -0.08
C: -4.451875 3.320640 3.795070  -0.08
C: -4.629418 2.115904 3.102395  0.01
C: -3.086708 3.787658 4.111755  -0.27
O: -2.110783 3.138176 3.756835  0.08
C: -2.915088 5.043266 4.869430  -0.09
C: -1.628682 5.467937 5.226724  0.01
C: -1.456560 6.661105 5.931735  -0.06
C: -2.564541 7.436271 6.272867  -0.05
C: -3.847588 7.012822 5.923116  0.01
C: -4.023495 5.808745 5.228429  -0.08
C: -5.386898 5.351638 4.894452  -0.28
O: -6.361526 6.030004 5.197954  0.10
H: -6.052901 0.710145 2.300667  0.11
H: -8.030545 2.007079 3.059730  0.11
H: -7.724161 4.154509 4.254398  0.12
H: -3.767240 1.537941 2.774300  0.11
H: -0.758088 4.870189 4.961452  0.12
H: -0.457192 6.986341 6.212730  0.11
H: -2.430233 8.369383 6.815711  0.11
H: -4.708216 7.620791 6.197117  0.12

Force components x, y, z for each atom (eV/Å):
C -0.71 0.57 -0.13
C 0.16 0.26 1.86
C -0.91 0.03 0.14
C 0.28 -1.57 -0.75
C 0.23 -0.86 -0.33
P 0.47 -0.20 -1.60
Cl 0.24 -0.36 2.53
C 0.98 0.23 -1.35
B -0.06 1.30 3.29
O -0.27 2.16 -2.54
O 3.00 -1.34 -2.72
C -1.32 0.76 0.09
C -0.90 -1.54 0.72
C 0.03 -0.64 0.18
Cl 0.44 -1.48 -1.66
H -1.37 1.58 -1.20
H 1.90 0.69 1.63
H 1.32 -1.12 -1.70
H -0.10 0.19 2.27
H -0.90 2.16 0.34
H -1.14 -2.06 0.37
H 0.55 -0.32 -2.26
H 0.09 0.49 -2.34
H -1.46 -1.42 0.96
H -0.50 1.37 2.25
H 1.68 1.95 -0.91
H 0.36 -2.32 0.99
H -2.32 0.10 0.86
H -1.71 -0.30 0.25
H -1.46 -1.39 0.84
H 1.60 1.42 1.16
H 1.17 -2.26 0.35
H 2.41 1.35 -0.35
H -0.08 0.55 -2.80
H -2.07 -0.08 0.38
H 0.44 2.06 0.99
C 0.01 -0.20 0.19
C 0.01 -0.39 0.08
C -0.04 0.43 0.12
C 0.04 0.50 -0.24
C -0.01 0.63 -0.29
C 0.03 0.17 -0.23
C -0.24 0.55 1.45
O 0.12 -0.29 -0.76
C 0.05 -0.62 0.27
C 0.03 -0.32 -0.04
C -0.03 0.39 -0.07
C 0.00 0.30 -0.22
C 0.01 -0.19 0.26
C 0.02 -0.58 0.18
C 0.13 -0.53 -1.14
O -0.02 0.25 0.44
H -0.04 -0.23 0.06
H -0.03 -0.19 0.28
H -0.16 -0.09 0.41
H 0.04 -0.22 -0.19
H 0.00 0.07 -0.33
H -0.01 0.15 -0.16
H -0.02 0.21 0.01
H -0.03 0.27 0.19
C 0.29 0.20 0.11
C 0.17 0.30 0.15
C -0.06 -0.27 -0.16
C -0.37 -0.48 -0.24
C -0.35 -0.43 -0.26
C -0.30 -0.09 -0.05
C 0.97 -0.65 -0.34
O -0.39 0.26 0.11
C 0.41 0.39 0.29
C 0.05 0.30 0.17
C -0.15 -0.31 -0.21
C -0.27 -0.21 -0.14
C 0.28 0.07 0.08
C 0.38 0.46 0.28
C -1.27 0.89 0.42
O 0.67 -0.47 -0.22
H 0.04 0.17 0.11
H 0.19 0.09 0.04
H 0.33 -0.01 -0.02
H -0.09 0.23 0.17
H -0.33 0.04 -0.02
H -0.19 -0.08 -0.06
H -0.05 -0.18 -0.10
H 0.11 -0.29 -0.14

The charge is +1. The value obtained for the HOMO-LUMO gap is 6.713 eV. For the HOMO energy, the calculation gives -10.91 eV. Its total energy is -86257.821 eV.

Q: The lowest total energy belongs to which entry?
A: C37H37BCl2O6P